Entry 1:
Molecular formula: C17H28N2O3S
Method: DFT, ωB97M-V/def2-TZVPD

```
51
Properties=species:S:1:pos:R:3:forces:R:3
C 4.03444 3.29933 -0.21561 0.21 -0.07 -0.12
C 4.99407 2.15578 -0.52409 -0.29 -0.03 0.17
C 4.44595 0.83070 -0.00236 0.47 0.02 -0.27
C 5.39482 -0.34126 -0.24192 -0.20 -0.04 0.30
C 4.79570 -1.68235 0.19094 0.16 0.08 -0.27
C 3.72445 -2.21322 -0.77726 -0.06 -0.20 0.25
C 2.39407 -2.56168 -0.10601 0.03 0.29 -0.17
C 1.63878 -1.31328 0.34181 -0.06 -0.52 0.01
C 0.24532 -1.61543 0.88455 0.27 0.04 -0.12
C -0.44507 -0.33207 1.30192 -0.12 0.19 -0.74
S -0.57585 0.77353 -0.14128 -0.53 0.68 0.55
O -0.92729 0.01820 -1.30642 -0.24 -0.22 0.14
O 0.55414 1.65276 -0.20262 0.07 0.11 0.26
N -1.85187 1.79252 0.32154 1.37 -0.33 -0.13
N -3.17097 1.57800 0.23467 -0.89 -0.28 -0.07
C -3.64879 0.43518 -0.06457 0.58 0.07 0.03
C -5.08196 0.22895 -0.11052 -0.69 -0.09 -0.01
C -5.97816 1.25469 0.19616 0.13 -0.22 -0.07
C -7.33841 1.03917 0.14453 -0.13 -0.06 -0.02
C -7.83782 -0.21031 -0.21544 0.40 0.05 0.01
O -9.16979 -0.46566 -0.27787 -0.20 -0.04 -0.01
C -6.95264 -1.24081 -0.52298 -0.46 0.06 0.03
C -5.59360 -1.01998 -0.46974 0.16 0.36 0.09
H 4.37275 4.22412 -0.67777 -0.04 0.14 0.00
H 3.96664 3.45765 0.85878 -0.05 0.05 0.12
H 3.03776 3.06548 -0.58405 -0.12 0.04 -0.03
H 5.96850 2.35860 -0.07172 0.06 -0.03 -0.06
H 5.14022 2.08362 -1.60431 0.08 -0.02 -0.03
H 3.48895 0.64368 -0.48924 -0.14 -0.02 0.03
H 4.25754 0.92287 1.07042 -0.10 -0.03 0.08
H 5.65967 -0.39014 -1.30061 0.07 0.00 -0.07
H 6.31790 -0.16664 0.31725 0.06 0.05 -0.06
H 5.60231 -2.41414 0.27117 -0.05 -0.04 0.09
H 4.37162 -1.56721 1.18983 0.00 -0.02 0.13
H 4.10316 -3.10587 -1.27901 0.01 0.05 -0.08
H 3.52915 -1.46973 -1.55128 0.00 0.04 -0.13
H 2.57268 -3.21763 0.74962 -0.02 -0.09 0.03
H 1.77422 -3.10875 -0.81992 -0.07 -0.08 0.03
H 1.52652 -0.64237 -0.51095 0.22 -0.01 -0.02
H 2.21319 -0.78724 1.10558 0.05 0.15 0.00
H -0.34998 -2.09286 0.10350 -0.01 -0.11 0.06
H 0.30595 -2.29874 1.73612 -0.08 0.05 0.01
H 0.12318 0.22813 2.03829 -0.01 0.13 0.09
H -1.46029 -0.49685 1.65256 -0.15 0.06 0.05
H -1.60182 2.76653 0.39192 0.19 -0.06 -0.08
H -3.02413 -0.41965 -0.32052 0.02 0.02 0.02
H -5.58282 2.21871 0.47241 0.00 0.13 0.04
H -8.02600 1.84063 0.38258 -0.05 0.07 0.02
H -9.66867 0.32876 -0.05119 0.11 -0.10 -0.03
H -7.35478 -2.20171 -0.80184 -0.03 -0.12 -0.03
H -4.91297 -1.82201 -0.71511 0.08 -0.10 -0.03
```
Forces are in eV/Å.

Charge: 0
E_HOMO, Ha: -0.2996
Max |F|, hartree/bohr: 0.0276
Orbital gap, eV: 8.84
SMILES: CCCCCCCCCCS(=O)(=O)N/N=C/c1ccc(O)cc1
Energy above the lowest of the compared OMol25 structures with the same formula, charge and spin, kJ/mol: 105.97



Entry 2:
Molecular formula: C3H5N2
Method: DFT, ωB97M-V/def2-TZVPD

```
10
Properties=species:S:1:pos:R:3:forces:R:3
C 1.43551 -1.02550 0.39955 0.34 -1.24 -0.36
C -1.18527 0.07380 -1.12667 0.99 -0.46 2.64
C 0.86471 -0.06465 1.01358 -0.60 1.19 0.55
N -1.61654 0.38652 -2.12466 -1.37 0.87 -2.56
N 0.12789 0.90011 1.41375 -2.03 -1.59 -2.92
H 0.86922 -1.95920 0.26046 -0.14 0.36 0.57
H 2.44296 -1.16777 -0.00044 -0.20 0.90 0.10
H -2.12066 0.73067 -2.91992 0.12 -0.14 -0.13
H -0.77687 1.01029 0.70786 2.66 0.06 1.39
H -0.04094 1.11573 2.37649 0.23 0.06 0.73
```
Forces are in eV/Å.

Charge: +1
E_HOMO, Ha: -0.5921
Max |F|, hartree/bohr: 0.0757
Orbital gap, eV: 11.13
Energy above the lowest of the compared OMol25 structures with the same formula, charge and spin, kJ/mol: 387.02



Entry 3:
Molecular formula: C10H16N4
Method: DFT, ωB97M-V/def2-TZVPD

```
30
Properties=species:S:1:pos:R:3:forces:R:3
C -1.82850 -2.40288 2.65013 -0.17 -0.99 1.42
C -2.17183 -2.21131 1.35212 -3.63 -1.30 -2.08
C -0.62456 -1.80773 3.10140 -1.33 -1.42 0.92
C -1.52761 -1.49426 0.38625 1.85 -0.25 0.50
C 0.10412 -1.15249 2.15604 1.38 1.75 0.66
C -0.30961 -0.90158 0.83838 -0.10 0.41 -0.65
C 0.49350 0.08407 0.04165 -3.49 1.34 2.60
C 1.07526 -0.46022 -1.09254 1.76 1.01 -3.24
C 0.35508 1.48801 0.42236 1.55 -2.93 -1.56
C -0.69431 2.08519 1.18187 -0.06 4.78 1.38
N 0.98844 -1.78853 -1.31380 0.66 0.43 -3.41
N 1.25824 2.27913 -0.09320 0.27 -0.02 -0.35
N 1.43222 0.26305 -2.40436 -2.48 -3.40 -2.23
N 0.49126 1.24970 -2.94839 -2.31 -0.66 2.30
H -2.51667 -3.13304 3.20512 1.42 1.50 -0.27
H -3.12972 -2.68981 0.98626 1.16 0.43 0.62
H -0.35540 -1.94854 4.16722 0.30 0.24 -1.00
H -1.89786 -1.58518 -0.62291 0.11 0.69 -0.18
H 1.07795 -0.72794 2.44325 -0.51 -0.10 -0.02
H -0.38800 2.34786 2.19949 0.14 -0.64 0.29
H -1.61803 1.63294 1.22218 -1.79 -1.45 0.01
H -0.92637 3.22403 0.87718 0.61 -2.53 -0.11
H 1.04192 -2.32245 -0.53611 -0.06 -2.26 3.04
H 1.47499 -2.24193 -2.10443 -0.42 0.39 0.60
H 1.97516 1.96172 -0.68477 0.98 -0.29 -0.38
H 1.32174 3.20011 0.20999 0.04 2.01 0.31
H 2.34367 0.62074 -2.49019 1.75 0.98 0.44
H 1.44737 -0.56934 -3.11800 0.15 1.66 1.45
H -0.47587 0.86534 -2.64394 1.96 1.05 -1.05
H 0.54597 1.35450 -3.95896 0.26 -0.43 -0.02
```
Forces are in eV/Å.

Charge: +2
E_HOMO (spin up / spin down), Ha: -0.5211 / -0.5943
Max |F|, hartree/bohr: 0.0967
Orbital gap (spin up / spin down), eV: 7.44 / 5.51
Multiplicity: 3
Energy above the lowest of the compared OMol25 structures with the same formula, charge and spin, kJ/mol: 0.00



Entry 4:
Molecular formula: C3H4O3Pt
Method: DFT, ωB97M-V/def2-TZVPD

```
11
Properties=species:S:1:pos:R:3:forces:R:3
O -0.80756 1.42324 0.51662 -0.99 3.14 0.63
C -1.76741 0.64475 0.06251 -7.92 1.13 -3.87
O -2.91453 1.02862 -0.18515 2.46 -0.64 1.10
C 2.39041 -0.74621 0.46487 0.36 1.61 0.06
C 1.65840 -1.79481 0.01455 -1.88 -1.11 0.38
O -1.31978 -0.56436 -0.24605 -4.97 -0.85 -2.11
Pt 0.19756 -0.08063 0.63320 12.24 -3.58 3.87
H 2.71044 -0.69823 1.51028 0.15 -0.15 -0.44
H 2.80639 -0.01259 -0.23160 -0.03 -0.22 0.35
H 1.32118 -2.03225 -0.99774 0.62 0.45 0.11
H 1.45815 -2.61674 0.70860 -0.04 0.23 -0.10
```
Forces are in eV/Å.

Charge: 0
E_HOMO (spin up / spin down), Ha: -0.3125 / -0.3686
Max |F|, hartree/bohr: 0.2593
Orbital gap (spin up / spin down), eV: 8.57 / 7.23
Multiplicity: 3
Energy above the lowest of the compared OMol25 structures with the same formula, charge and spin, kJ/mol: 0.00